Computed, not measured: a molecular structure, C31H27N2O2P2Pt, with wB97M-V/def2-TZVPD.

Calculated values
orbital gap = 5.89 eV
E = -2258.5791 Eh
LUMO energy = -0.4254 hartree
energy relative to the best compared isomer or geometry (same formula, charge and spin) = 0.000 eV
multiplicity = 1
highest occupied orbital energy = -17.5 eV
net charge = +3

Atoms and positions in Å:
Pt  0.335  0.319  -0.120
O  -3.598  0.524  0.747
C  -2.582  0.162  0.281
O  -1.559  1.142  -0.031
C  -2.152  -1.220  -0.039
C  -3.094  -2.224  -0.035
C  -2.679  -3.517  -0.355
C  -1.349  -3.739  -0.651
C  -0.455  -2.674  -0.617
N  -0.846  -1.436  -0.320
H  -4.124  -1.998  0.207
H  -3.393  -4.330  -0.369
H  -0.986  -4.726  -0.904
H  0.596  -2.822  -0.831
C  -0.214  3.718  -1.731
N  -0.201  3.306  -0.278
P  1.214  2.382  0.152
C  1.699  2.837  1.791
C  1.371  4.073  2.350
C  1.823  4.381  3.622
C  2.593  3.464  4.329
C  2.926  2.235  3.770
C  2.483  1.920  2.497
C  2.546  2.631  -0.976
C  3.643  3.420  -0.611
C  4.710  3.534  -1.484
C  4.703  2.844  -2.692
C  3.628  2.035  -3.050
C  2.545  1.931  -2.198
P  -1.635  2.844  0.421
C  -1.668  2.761  2.171
C  -2.294  3.831  2.826
C  -2.326  3.859  4.210
C  -1.755  2.825  4.938
C  -1.148  1.750  4.290
C  -1.101  1.715  2.913
C  -2.939  3.794  -0.276
C  -4.226  3.305  -0.523
C  -5.220  4.186  -0.914
C  -4.951  5.544  -1.027
C  -3.679  6.037  -0.755
C  -2.667  5.173  -0.385
H  0.512  4.515  -1.862
H  -1.199  4.073  -2.005
H  0.042  2.878  -2.373
H  0.779  4.791  1.795
H  1.588  5.342  4.061
H  2.947  3.714  5.321
H  3.537  1.535  4.322
H  2.765  0.971  2.051
H  3.663  3.930  0.344
H  5.555  4.156  -1.223
H  5.549  2.933  -3.361
H  3.640  1.497  -3.988
H  1.690  1.329  -2.491
H  -2.765  4.628  2.265
H  -2.812  4.680  4.718
H  -1.793  2.845  6.019
H  -0.721  0.941  4.867
H  -0.620  0.874  2.425
H  -4.461  2.260  -0.415
H  -6.211  3.810  -1.123
H  -5.737  6.225  -1.325
H  -3.474  7.096  -0.836
H  -1.682  5.570  -0.174

---

Computed, not measured: a molecular structure, C16H27IMnO6S at a distorted geometry, with wB97M-V/def2-TZVPD.

Calculated values
orbital gap (alpha / beta) = 8.09 / 3.71 eV
E = -2923.4275 Eh
⟨S²⟩ = 9.232
LUMO energy (alpha / beta) = -0.2800 / -0.3711 hartree
multiplicity = 6
highest occupied orbital energy (alpha / beta) = -15.7 / -13.8 eV
net charge = +2

Atoms and positions in Å:
C  -3.878  -4.778  -0.263
C  -4.930  -3.678  -0.082
C  -4.436  -2.294  -0.508
C  -3.591  -1.574  0.568
C  -2.103  -1.394  0.211
C  -1.865  -0.113  -0.596
C  -0.398  0.359  -0.700
C  -0.126  1.562  0.201
O  -0.376  1.245  1.599
S  0.645  0.369  2.418
O  0.262  0.471  3.781
O  0.818  -0.900  1.773
C  2.149  1.260  2.158
C  2.413  1.631  0.694
C  3.602  2.622  0.616
C  4.846  1.999  1.200
O  5.352  0.983  1.127
I  5.994  3.477  2.575
C  1.199  2.324  0.055
C  1.427  2.753  -1.411
C  2.208  1.776  -2.289
O  3.573  2.242  -2.284
C  4.537  1.303  -2.174
O  5.447  1.439  -1.414
H  -3.700  -4.988  -1.319
H  -2.927  -4.350  0.149
H  -4.184  -5.716  0.236
H  -5.287  -3.664  0.950
H  -5.788  -3.963  -0.695
H  -5.316  -1.698  -0.755
H  -3.842  -2.376  -1.426
H  -3.668  -2.129  1.509
H  -4.015  -0.585  0.751
H  -1.518  -1.339  1.129
H  -1.755  -2.253  -0.377
H  -2.269  -0.229  -1.605
H  -2.458  0.682  -0.131
H  0.286  -0.461  -0.474
H  -0.214  0.678  -1.729
H  -0.900  2.298  -0.033
H  2.915  0.569  2.520
H  2.104  2.140  2.805
H  2.709  0.720  0.163
H  3.888  2.868  -0.417
H  3.360  3.554  1.129
H  1.072  3.256  0.621
H  1.984  3.691  -1.395
H  0.462  2.958  -1.876
H  1.812  1.748  -3.305
H  2.174  0.752  -1.904
H  4.408  0.421  -2.816
Mn  -2.103  -5.669  1.043

---

Computed, not measured: a molecular structure, C6H13NO at a distorted geometry, with wB97M-V/def2-TZVPD.

Calculated values
orbital gap = 4.23 eV
E = -365.8771 Eh
LUMO energy = -0.1162 hartree
energy relative to the best compared isomer or geometry (same formula, charge and spin) = 15.151 eV
multiplicity = 1
highest occupied orbital energy = -7.4 eV
net charge = 0

Atoms and positions in Å:
C  -1.228  -0.008  -0.544
N  -1.184  -1.276  0.232
C  -2.469  -1.725  -0.024
O  -0.421  3.047  -0.236
C  0.179  0.600  -0.505
C  1.433  -0.337  -0.826
C  2.142  -0.688  0.313
C  2.903  0.083  1.281
H  -1.973  0.705  -0.170
H  -1.492  -0.210  -1.682
H  -3.364  -1.073  0.377
H  -2.639  -2.757  0.487
H  -2.719  -1.849  -1.166
H  -0.239  3.939  -0.373
H  0.367  1.019  0.527
H  0.691  1.242  1.262
H  0.258  1.427  -1.164
H  1.228  -1.072  -1.613
H  1.810  -1.547  0.752
H  3.450  -0.590  1.994
H  3.268  1.071  1.077

---

Computed, not measured: C19H22N4O4S in the gas phase, with wB97M-V/def2-TZVPD.

Calculated values
orbital gap = 9.09 eV
E = -1655.4718 Eh
LUMO energy = 0.0142 hartree
energy relative to the best compared isomer or geometry (same formula, charge and spin) = 0.323 eV
multiplicity = 1
highest occupied orbital energy = -8.7 eV
SMILES string = CCC(CC)NC(=O)c1ccc(NS(=O)(=O)c2ccc3[nH]c(=O)[nH]c3c2)cc1
net charge = 0

Atoms and positions in Å:
C  3.626  3.815  4.117
C  4.574  2.764  3.552
C  4.249  2.435  2.092
C  5.328  1.578  1.410
C  5.552  0.216  2.058
N  2.953  1.797  2.000
C  1.937  2.291  1.258
O  2.031  3.302  0.588
C  0.671  1.502  1.332
C  0.646  0.115  1.446
C  -0.554  -0.568  1.485
C  -1.758  0.129  1.412
N  -2.960  -0.567  1.457
S  -3.165  -2.017  0.623
O  -4.582  -2.199  0.565
O  -2.354  -3.031  1.221
C  -2.517  -1.611  -0.992
C  -3.264  -0.767  -1.796
C  -2.779  -0.355  -3.030
C  -1.531  -0.815  -3.407
N  -0.779  -0.605  -4.536
C  0.417  -1.297  -4.463
O  1.293  -1.326  -5.286
N  0.388  -1.951  -3.245
C  -0.782  -1.679  -2.578
C  -1.269  -2.088  -1.353
C  -1.738  1.517  1.293
C  -0.535  2.191  1.248
H  3.700  4.738  3.547
H  3.868  4.028  5.155
H  2.596  3.469  4.067
H  5.601  3.130  3.607
H  4.506  1.856  4.155
H  4.151  3.370  1.527
H  6.264  2.139  1.416
H  5.033  1.434  0.369
H  5.898  0.320  3.083
H  6.307  -0.335  1.503
H  4.638  -0.375  2.056
H  2.790  1.002  2.596
H  1.568  -0.448  1.479
H  -0.581  -1.640  1.587
H  -3.792  0.002  1.415
H  -4.236  -0.456  -1.452
H  -3.354  0.297  -3.667
H  -1.032  -0.028  -5.320
H  1.135  -2.539  -2.917
H  -0.736  -2.756  -0.698
H  -2.670  2.061  1.237
H  -0.509  3.265  1.142

---

Computed, not measured: a molecular structure, C42H31AgBrN5O2S3, with wB97M-V/def2-TZVPD.

Calculated values
orbital gap = 5.72 eV
E = -5959.0198 Eh
LUMO energy = 0.1276 hartree
energy relative to the best compared isomer or geometry (same formula, charge and spin) = 0.800 eV
multiplicity = 1
highest occupied orbital energy = -2.3 eV
net charge = -2

Atoms and positions in Å:
Ag  1.440  -0.158  0.978
S  5.456  -1.728  -1.799
C  5.773  -0.028  -1.903
C  6.747  0.660  -2.622
C  6.751  2.044  -2.565
C  5.797  2.734  -1.808
C  4.836  2.053  -1.087
C  4.829  0.659  -1.128
N  3.908  -0.135  -0.478
C  4.074  -1.385  -0.723
C  3.201  -2.482  -0.247
C  3.596  -3.796  -0.531
C  2.805  -4.864  -0.155
C  1.609  -4.605  0.506
C  1.237  -3.298  0.788
C  2.004  -2.172  0.438
H  7.479  0.130  -3.219
H  7.497  2.597  -3.123
H  5.801  3.817  -1.790
H  4.077  2.574  -0.516
H  4.530  -3.990  -1.050
H  3.110  -5.879  -0.379
H  0.963  -5.427  0.798
H  0.296  -3.147  1.307
C  2.139  1.794  -3.487
C  1.787  0.957  -2.439
N  1.300  1.405  -1.286
C  1.150  2.714  -1.133
C  1.480  3.645  -2.118
C  1.972  3.158  -3.323
C  1.216  5.083  -1.937
C  1.412  5.845  -0.862
C  2.088  5.500  0.408
C  1.634  6.054  1.601
C  2.385  5.808  2.733
N  3.482  5.060  2.717
C  3.784  4.517  1.544
N  3.171  4.722  0.383
H  2.534  1.381  -4.405
H  1.903  -0.119  -2.518
H  0.741  3.032  -0.178
H  2.228  3.848  -4.121
H  0.752  5.567  -2.793
H  1.042  6.865  -0.899
H  0.739  6.660  1.635
H  2.100  6.231  3.692
H  4.637  3.848  1.523
S  1.624  1.980  2.184
C  1.130  1.699  3.843
C  0.334  0.611  4.225
C  -0.065  0.437  5.541
C  0.316  1.339  6.527
C  1.113  2.420  6.167
C  1.512  2.598  4.852
H  0.039  -0.105  3.465
H  -0.681  -0.417  5.798
H  0.004  1.199  7.555
H  1.433  3.133  6.921
H  2.148  3.434  4.585
O  -9.722  -8.618  -1.922
C  -9.691  -7.483  -2.690
O  -10.553  -7.352  -3.526
C  -8.610  -6.528  -2.420
C  -8.519  -5.377  -3.217
C  -7.529  -4.444  -3.024
C  -6.546  -4.580  -2.009
S  -5.303  -3.431  -1.759
C  -6.653  -5.750  -1.212
C  -7.645  -6.681  -1.411
H  -8.974  -8.598  -1.316
H  -9.256  -5.244  -3.999
H  -7.478  -3.566  -3.655
H  -5.923  -5.894  -0.426
H  -7.647  -7.540  -0.743
Br  -5.881  1.012  0.698
C  -4.016  0.655  0.666
C  -3.534  -0.424  -0.049
C  -2.156  -0.617  -0.031
N  -1.303  0.161  0.631
C  -1.801  1.184  1.321
C  -3.155  1.481  1.367
H  -4.190  -1.101  -0.582
H  -1.725  -1.452  -0.573
H  -1.070  1.787  1.856
H  -3.520  2.322  1.938

---

Number 1: M 716.59 g/mol. Number 2: M 529.30 g/mol. Number 3: M 115.18 g/mol. Number 4: M 402.48 g/mol. Number 5: M 921.72 g/mol.